DFT (ωB97M-V/def2-TZVPD) results for a cluster of 2 separate species, C4H11NO2 in total at a distorted geometry.

Element x y z (Å)
C (1.501, -0.110, 0.540)
C (1.331, 0.909, 1.562)
O (0.043, 0.952, 2.059)
O (2.107, 1.768, 1.929)
H (1.539, -1.098, 0.996)
H (2.257, 0.246, -0.199)
H (0.684, -0.264, -0.186)
C (-1.461, -1.555, -1.899)
C (-2.263, -0.935, -0.842)
N (-0.746, -0.735, -2.832)
H (-0.790, -2.347, -1.463)
H (-2.278, -2.176, -2.385)
H (-2.765, -0.011, -1.203)
H (-1.811, -0.462, 0.057)
H (-0.891, 0.267, -2.746)
H (0.000, -1.045, -3.420)
H (0.081, 1.766, 2.563)
H (-3.055, -1.629, -0.586)

Summary:
Orbital gap   9.52 eV
Relative energy (zero: lowest compared OMol25 entry of this formula, charge and spin)   138.8 kJ/mol
SMILES string   CC(=O)O.CCN
HOMO energy   -8.8 eV
Spin multiplicity   1
E_LUMO   0.028 Eh
Energy   -9910.80338 eV

Listed below, in e, are the Löwdin charges computed for each atom:
1 C 0.00
2 C -0.56
3 O 0.07
4 O 0.09
5 H 0.10
6 H 0.11
7 H 0.07
8 C -0.41
9 C -0.14
10 N -0.01
11 H 0.11
12 H 0.11
13 H 0.08
14 H 0.07
15 H 0.07
16 H 0.06
17 H 0.10
18 H 0.07

---

DFT (ωB97M-V/def2-TZVPD) results for the molecule C4H11NO2 at a distorted geometry.

Element x y z (Å)
C (0.917, 0.476, 0.340)
O (1.840, 0.273, 1.465)
C (0.084, -0.742, 0.176)
C (-0.739, -0.618, -1.014)
C (-1.518, 0.787, -1.266)
O (-1.743, 1.536, -0.110)
N (1.035, -1.897, 0.228)
H (0.336, 1.352, 0.566)
H (1.407, 0.713, -0.688)
H (2.174, 1.161, 1.700)
H (-0.411, -0.956, 1.101)
H (-1.487, -1.403, -1.050)
H (-0.127, -0.824, -1.908)
H (-2.449, 0.746, -1.835)
H (-0.843, 1.545, -1.855)
H (0.838, -2.521, 0.984)
H (-1.903, 1.116, 0.700)
H (1.981, -1.532, 0.438)

Summary:
Orbital gap   9.92 eV
Relative energy (zero: lowest compared OMol25 entry of this formula, charge and spin)   238.5 kJ/mol
SMILES string   N[C@@H](CO)CCO
HOMO energy   -9.2 eV
Spin multiplicity   1
E_LUMO   0.027 Eh
Energy   -9909.76989 eV

Listed below, in e, are the Löwdin charges computed for each atom:
1 C -0.22
2 O -0.09
3 C -0.44
4 C -0.14
5 C -0.22
6 O -0.09
7 N 0.05
8 H 0.10
9 H 0.16
10 H 0.09
11 H 0.14
12 H 0.11
13 H 0.12
14 H 0.10
15 H 0.14
16 H 0.06
17 H 0.06
18 H 0.07

---

DFT (ωB97M-V/def2-TZVPD) results for the molecule C4H11NO2 at a distorted geometry.

Element x y z (Å)
C (-0.082, -0.063, 1.253)
C (0.264, 1.261, 0.494)
C (1.444, 1.209, -0.431)
O (1.406, 2.335, -1.326)
N (-1.134, -0.880, 0.605)
C (-0.681, -1.702, -0.507)
O (-1.809, -2.189, -1.216)
H (0.808, -0.677, 1.495)
H (-0.384, 0.138, 2.286)
H (0.302, 1.993, 1.298)
H (-0.712, 1.537, 0.077)
H (2.384, 1.355, 0.109)
H (1.649, 0.330, -1.035)
H (0.778, 2.240, -2.047)
H (-1.463, -1.557, 1.281)
H (-0.026, -1.159, -1.171)
H (-0.179, -2.598, -0.121)
H (-2.563, -1.574, -1.046)

Summary:
Orbital gap   10.42 eV
Relative energy (zero: lowest compared OMol25 entry of this formula, charge and spin)   190.4 kJ/mol
SMILES string   OCCCNCO
HOMO energy   -9.5 eV
Spin multiplicity   1
E_LUMO   0.035 Eh
Energy   -9910.26832 eV

Listed below, in e, are the Löwdin charges computed for each atom:
1 C -0.22
2 C -0.17
3 C -0.26
4 O -0.09
5 N -0.06
6 C -0.31
7 O -0.07
8 H 0.11
9 H 0.11
10 H 0.11
11 H 0.12
12 H 0.12
13 H 0.11
14 H 0.08
15 H 0.11
16 H 0.10
17 H 0.12
18 H 0.10

---

DFT (ωB97M-V/def2-TZVPD) results for a cluster of 2 separate species, C4H11NO2 in total at a distorted geometry.

Element x y z (Å)
C (-0.015, -0.157, 2.333)
C (-0.825, -0.212, 3.624)
N (-0.434, -1.113, 1.319)
H (-0.121, 0.852, 1.913)
H (1.066, -0.217, 2.580)
H (-1.641, -0.916, 3.630)
H (-1.476, 0.656, 3.809)
H (2.111, -0.384, -2.096)
H (-0.049, -0.852, 0.428)
H (-0.112, -2.037, 1.596)
H (-0.135, -0.291, 4.457)
C (-0.916, 0.251, -1.529)
C (0.392, 0.450, -2.182)
O (1.387, -0.218, -1.443)
O (0.609, 1.263, -3.022)
H (-1.071, 0.878, -0.647)
H (-1.254, -0.712, -1.136)
H (-1.719, 0.562, -2.204)

Summary:
Orbital gap   9.91 eV
Relative energy (zero: lowest compared OMol25 entry of this formula, charge and spin)   114.1 kJ/mol
SMILES string   CC(=O)O.CCN
HOMO energy   -9.3 eV
Spin multiplicity   1
E_LUMO   0.024 Eh
Energy   -9911.05968 eV

Listed below, in e, are the Löwdin charges computed for each atom:
1 C -0.35
2 C -0.11
3 N -0.01
4 H 0.10
5 H 0.10
6 H 0.06
7 H 0.07
8 H 0.13
9 H 0.00
10 H 0.08
11 H 0.06
12 C -0.02
13 C -0.54
14 O 0.04
15 O 0.13
16 H 0.09
17 H 0.08
18 H 0.09

---

DFT (ωB97M-V/def2-TZVPD) results for a cluster of 2 separate species, C4H11NO2 in total at a distorted geometry.

Element x y z (Å)
C (-0.005, 0.809, -0.004)
C (-0.420, 0.105, -1.371)
C (-0.538, -1.432, -1.311)
O (0.280, 0.584, -2.329)
N (0.501, 2.092, -0.315)
C (0.295, -0.890, 2.970)
O (-0.252, -1.003, 1.741)
H (-0.810, 0.911, 0.714)
H (0.761, 0.069, 0.375)
H (-1.475, 0.496, -1.396)
H (0.286, -1.870, -1.866)
H (-0.476, -1.724, -0.260)
H (-1.504, -1.740, -1.717)
H (0.877, 2.084, -1.261)
H (1.130, 2.476, 0.378)
H (0.003, 0.023, 3.523)
H (0.167, -1.777, 3.622)
H (1.387, -0.777, 2.922)

Summary:
Orbital gap   4.53 eV
Relative energy (zero: lowest compared OMol25 entry of this formula, charge and spin)   782.3 kJ/mol
HOMO energy   -8.3 eV
Spin multiplicity   1
E_LUMO   -0.139 Eh
Energy   -9904.13356 eV

Listed below, in e, are the Löwdin charges computed for each atom:
1 C -0.18
2 C -0.52
3 C -0.02
4 O -0.01
5 N 0.09
6 C -0.29
7 O -0.21
8 H 0.12
9 H 0.17
10 H 0.20
11 H 0.08
12 H 0.05
13 H 0.08
14 H 0.08
15 H 0.11
16 H 0.07
17 H 0.08
18 H 0.08

---

DFT (ωB97M-V/def2-TZVPD) results for a cluster of 2 separate species, C4H11NO2 in total at a distorted geometry.

Element x y z (Å)
C (1.407, -0.882, -1.818)
C (1.220, 0.471, -2.389)
O (1.747, 1.433, -1.642)
O (0.909, 0.540, -3.581)
H (1.372, -1.123, -0.732)
H (2.438, -1.101, -1.938)
H (0.803, -1.709, -2.184)
C (-1.446, 0.465, 1.927)
C (-1.449, -1.070, 1.957)
N (-0.537, 1.128, 0.903)
H (-2.507, 0.961, 1.907)
H (-1.024, 0.803, 2.865)
H (-0.332, -1.479, 1.825)
H (-1.927, -1.474, 1.186)
H (1.744, 2.353, -1.876)
H (0.421, 0.635, 0.716)
H (-0.867, 1.536, 0.078)
H (-1.972, -1.488, 2.798)

Summary:
Orbital gap   9.50 eV
Relative energy (zero: lowest compared OMol25 entry of this formula, charge and spin)   201.1 kJ/mol
SMILES string   CC(=O)O.CCN
HOMO energy   -8.9 eV
Spin multiplicity   1
E_LUMO   0.023 Eh
Energy   -9910.15788 eV

Listed below, in e, are the Löwdin charges computed for each atom:
1 C -0.01
2 C -0.56
3 O 0.11
4 O 0.07
5 H 0.08
6 H 0.08
7 H 0.09
8 C -0.31
9 C -0.12
10 N -0.04
11 H 0.13
12 H 0.07
13 H 0.12
14 H 0.00
15 H 0.12
16 H 0.09
17 H 0.01
18 H 0.06

---

DFT (ωB97M-V/def2-TZVPD) results for a cluster of 2 separate species, C4H11NO2 in total at a distorted geometry.

Element x y z (Å)
C (1.299, 1.033, -1.262)
C (-1.215, 0.784, -1.429)
O (0.071, 0.969, -0.531)
H (2.096, 1.268, -0.552)
H (1.278, 1.847, -1.989)
H (1.470, 0.069, -1.749)
H (-1.003, 1.362, -2.328)
H (-1.298, -0.278, -1.656)
H (-2.103, 1.113, -0.894)
C (-1.222, -0.677, 1.479)
C (0.251, -1.027, 0.689)
N (1.303, -0.889, 1.558)
O (0.238, -1.934, -0.129)
H (2.047, -1.569, 1.481)
H (1.260, -0.223, 2.315)
H (-1.206, -1.332, 2.351)
H (-2.074, -0.875, 0.828)
H (-1.191, 0.361, 1.819)

Summary:
Orbital gap   10.03 eV
Relative energy (zero: lowest compared OMol25 entry of this formula, charge and spin)   221.8 kJ/mol
SMILES string   CC(N)=O.COC
HOMO energy   -9.1 eV
Spin multiplicity   1
E_LUMO   0.035 Eh
Energy   -9909.94305 eV

Listed below, in e, are the Löwdin charges computed for each atom:
1 C -0.13
2 C 0.01
3 O -0.31
4 H 0.08
5 H 0.08
6 H 0.09
7 H 0.07
8 H 0.08
9 H 0.08
10 C 0.00
11 C -0.56
12 N 0.13
13 O 0.00
14 H 0.11
15 H 0.10
16 H 0.06
17 H 0.06
18 H 0.05

---

DFT (ωB97M-V/def2-TZVPD) results for the molecule C4H11NO2 at a distorted geometry.

Element x y z (Å)
C (1.249, -1.540, 0.401)
O (1.987, -1.486, 1.623)
C (0.495, -0.225, 0.167)
C (-0.531, -0.115, -1.021)
C (-0.834, 1.364, -1.396)
O (-1.835, 1.973, -0.557)
N (-0.251, 0.116, 1.416)
H (1.963, -1.650, -0.422)
H (0.551, -2.387, 0.376)
H (1.706, -0.630, 1.970)
H (1.261, 0.572, 0.064)
H (-1.368, -0.660, -0.578)
H (-0.212, -0.664, -1.918)
H (-1.282, 1.501, -2.375)
H (0.083, 1.844, -1.085)
H (-0.361, -0.764, 1.918)
H (-1.453, 2.300, 0.257)
H (-1.169, 0.453, 1.159)

Summary:
Orbital gap   10.76 eV
Relative energy (zero: lowest compared OMol25 entry of this formula, charge and spin)   185.7 kJ/mol
SMILES string   N[C@@H](CO)CCO
HOMO energy   -9.8 eV
Spin multiplicity   1
E_LUMO   0.034 Eh
Energy   -9910.31687 eV

Listed below, in e, are the Löwdin charges computed for each atom:
1 C -0.23
2 O -0.06
3 C -0.38
4 C -0.13
5 C -0.21
6 O -0.09
7 N 0.03
8 H 0.12
9 H 0.12
10 H 0.06
11 H 0.13
12 H 0.11
13 H 0.11
14 H 0.12
15 H 0.11
16 H 0.08
17 H 0.07
18 H 0.05

---

DFT (ωB97M-V/def2-TZVPD) results for a cluster of 2 separate species, C4H11NO2 in total at a distorted geometry.

Element x y z (Å)
C (1.126, 1.770, -0.765)
C (-0.288, 1.297, -0.429)
C (-0.372, -0.179, -0.895)
C (-1.335, -1.069, -0.114)
O (-1.636, -2.217, -0.348)
N (-0.599, 1.396, 0.986)
H (1.891, 1.574, -0.012)
H (1.420, 1.477, -1.785)
H (1.200, 2.865, -0.861)
H (-0.999, 1.866, -1.038)
H (-0.585, -0.186, -1.970)
H (0.606, -0.661, -0.839)
H (-1.908, -0.659, 0.736)
H (-0.723, 2.362, 1.258)
H (0.120, 0.962, 1.547)
H (2.720, -1.057, 1.832)
H (2.619, -1.754, 0.532)
O (2.080, -1.204, 1.108)

Summary:
Orbital gap   9.30 eV
Relative energy (zero: lowest compared OMol25 entry of this formula, charge and spin)   149.6 kJ/mol
SMILES string   C[C@H](N)CC=O.O
HOMO energy   -8.8 eV
Spin multiplicity   1
E_LUMO   0.019 Eh
Energy   -9910.69152 eV

Listed below, in e, are the Löwdin charges computed for each atom:
1 C -0.09
2 C -0.45
3 C -0.13
4 C -0.25
5 O 0.02
6 N 0.03
7 H 0.07
8 H 0.08
9 H 0.07
10 H 0.14
11 H 0.12
12 H 0.09
13 H 0.11
14 H 0.07
15 H 0.07
16 H 0.05
17 H 0.04
18 O -0.06

---

DFT (ωB97M-V/def2-TZVPD) results for a structure of composition C4H11NO2 at a distorted geometry.

Element x y z (Å)
C (0.132, -0.179, 0.372)
C (-0.484, 0.204, -2.002)
C (-0.377, -0.364, 1.784)
C (1.556, 0.303, 0.261)
N (-0.850, 0.001, -0.610)
O (-0.842, 1.630, 0.023)
O (0.186, -1.766, -0.317)
H (-1.708, 1.657, 0.452)
H (-0.592, -2.251, -0.012)
H (-1.260, 0.830, -2.439)
H (0.478, 0.689, -2.168)
H (-0.485, -0.775, -2.477)
H (-0.264, 0.564, 2.341)
H (0.207, -1.142, 2.274)
H (-1.427, -0.654, 1.775)
H (1.624, 1.305, 0.681)
H (1.909, 0.319, -0.765)
H (2.194, -0.373, 0.826)

Summary:
Orbital gap   10.48 eV
Relative energy (zero: lowest compared OMol25 entry of this formula, charge and spin)   440.8 kJ/mol
HOMO energy   -9.6 eV
Spin multiplicity   1
E_LUMO   0.031 Eh
Energy   -9907.67342 eV

Listed below, in e, are the Löwdin charges computed for each atom:
1 C -0.52
2 C -0.07
3 C -0.03
4 C -0.01
5 N -0.03
6 O -0.11
7 O -0.13
8 H 0.06
9 H 0.05
10 H 0.09
11 H 0.08
12 H 0.09
13 H 0.09
14 H 0.09
15 H 0.09
16 H 0.09
17 H 0.08
18 H 0.09

---

DFT (ωB97M-V/def2-TZVPD) results for a cluster of 2 separate species, C4H11NO2 in total at a distorted geometry.

Element x y z (Å)
N (1.312, -3.318, -0.657)
C (0.647, -2.069, -0.792)
O (1.566, -0.964, -0.928)
H (1.868, -3.503, -1.478)
H (1.917, -3.302, 0.157)
H (0.003, -2.091, -1.670)
H (0.047, -1.882, 0.099)
H (1.015, -0.198, -0.864)
C (-1.567, 1.525, 0.108)
O (-1.080, 0.558, -0.860)
C (-0.660, 1.493, 1.304)
C (0.087, 2.516, 1.688)
H (-2.589, 1.243, 0.366)
H (-1.574, 2.520, -0.341)
H (-1.181, 0.984, -1.714)
H (-0.651, 0.549, 1.839)
H (0.626, 2.509, 2.628)
H (0.216, 3.429, 1.116)

Summary:
Orbital gap   10.32 eV
Relative energy (zero: lowest compared OMol25 entry of this formula, charge and spin)   200.2 kJ/mol
SMILES string   C=CCO.NCO
HOMO energy   -9.6 eV
Spin multiplicity   1
E_LUMO   0.025 Eh
Energy   -9910.16670 eV

Listed below, in e, are the Löwdin charges computed for each atom:
1 N 0.02
2 C -0.37
3 O -0.08
4 H 0.07
5 H 0.07
6 H 0.11
7 H 0.10
8 H 0.02
9 C -0.23
10 O -0.09
11 C -0.16
12 C 0.01
13 H 0.11
14 H 0.11
15 H 0.09
16 H 0.10
17 H 0.06
18 H 0.06

---

DFT (ωB97M-V/def2-TZVPD) results for a cluster of 2 separate species, C4H11NO2 in total at a distorted geometry.

Element x y z (Å)
C (-1.836, -0.589, 0.380)
N (-0.716, -0.589, 1.180)
C (0.621, 0.949, 2.626)
C (0.198, 0.527, 1.195)
C (1.441, 0.163, 0.348)
O (-2.489, 0.419, 0.276)
H (-2.054, -1.519, -0.151)
H (-0.442, -1.523, 1.433)
H (1.678, 1.215, 2.628)
H (0.030, 1.783, 2.990)
H (0.470, 0.158, 3.366)
H (-0.197, 1.426, 0.733)
H (1.143, -0.552, -0.408)
H (2.241, -0.177, 1.016)
H (1.919, 1.005, -0.164)
H (-0.062, -1.356, -5.851)
H (-1.352, -0.772, -5.513)
O (-0.593, -0.568, -6.085)

Summary:
Orbital gap   10.18 eV
Relative energy (zero: lowest compared OMol25 entry of this formula, charge and spin)   116.9 kJ/mol
SMILES string   CC(C)NC=O.O
HOMO energy   -9.6 eV
Spin multiplicity   1
E_LUMO   0.020 Eh
Energy   -9911.03001 eV

Listed below, in e, are the Löwdin charges computed for each atom:
1 C -0.35
2 N 0.02
3 C -0.05
4 C -0.41
5 C -0.06
6 O 0.03
7 H 0.12
8 H 0.13
9 H 0.07
10 H 0.07
11 H 0.07
12 H 0.13
13 H 0.07
14 H 0.07
15 H 0.08
16 H 0.04
17 H 0.04
18 O -0.08